1.
17
Properties=species:S:1:pos:R:3:lowdin_charge:R:1 method="wB97M-V/def2-TZVPD" total_energy_ev=-21724.1721 smiles="O=C(O)NCCS.O" homo_lumo_gap_ev=9.1 fmax_ev_per_a=7.835 total_charge=0
O -0.0414 -1.7208 -1.2109 0.022
C -0.8330 -1.2721 -0.3195 -0.566
O -2.1743 -1.5385 -0.4775 0.106
N -0.4767 -0.2943 0.4785 0.065
C 0.9273 -0.1494 0.7472 -0.248
C 1.9115 0.5385 -0.2802 -0.575
S 3.6931 0.0709 -0.1940 0.638
H -2.4496 -1.2537 0.4100 0.106
H -1.1094 0.4287 0.7094 0.098
H 1.1284 0.3234 1.6889 0.102
H 1.3077 -1.2022 0.9412 0.126
H 1.5253 0.1386 -1.3151 0.090
H 1.7701 1.6178 -0.2627 0.052
H 3.2636 -1.2795 -0.3936 -0.078
O -2.7737 1.7550 0.2343 -0.094
H -2.1340 2.2456 -0.4052 0.103
H -3.5350 1.5920 -0.3508 0.052



2.
9
Properties=species:S:1:pos:R:3:lowdin_charge:R:1 method="wB97M-V/def2-TZVPD" total_energy_ev=-28975.3257 smiles="O=C(F)F.N=S.I" homo_lumo_gap_ev="7.5 / 7.4" fmax_ev_per_a=4.445 total_charge=0
O 0.4272 0.3142 -2.4213 0.105
C 1.5669 0.1865 -2.5691 -0.543
F 2.4507 1.1811 -2.5480 0.092
F 2.3134 -0.9517 -2.6383 0.138
N -0.5679 -1.5111 -0.4998 -0.465
S -1.7207 -0.9557 -1.3183 0.667
H 0.0747 -0.8692 -0.2560 -0.106
I 2.0594 3.1112 0.0944 0.491
H 1.7791 4.3238 -0.8300 -0.379



3.
106
Properties=species:S:1:pos:R:3:lowdin_charge:R:1 method="wB97M-V/def2-TZVPD" total_energy_ev=-168234.0352 homo_lumo_gap_ev=9.4 fmax_ev_per_a=2.425 total_charge=+1
F -3.4891 -1.0130 4.4853 0.138
C -3.5099 -1.6346 3.3339 -0.322
C -2.5842 -2.8044 3.3463 -0.091
O -3.0599 -3.6966 4.3262 -0.054
C -4.1743 -4.3463 3.7996 -0.202
C -5.3204 -3.4258 3.4032 -0.541
Cl -6.6283 -3.3632 4.5991 0.792
N -4.9143 -2.0199 3.0275 0.170
H -3.1707 -0.9389 2.5913 0.134
H -1.5841 -2.4967 3.5461 0.154
H -2.6658 -3.2740 2.3765 0.146
H -3.9038 -4.9872 2.9785 0.138
H -4.5471 -4.9967 4.5606 0.125
H -5.7783 -3.8492 2.5404 0.113
H -5.0845 -1.8538 2.0403 0.199
H -5.5283 -1.3825 3.5294 0.108
C -3.9166 3.8351 -0.0161 -0.023
C -2.7335 4.1473 -0.9521 -0.448
C -2.3767 3.0603 -1.9654 -0.289
F -1.9844 1.9287 -1.3190 0.061
F -1.3498 3.4626 -2.7366 0.116
F -1.6502 4.4718 -0.2186 0.144
F -3.0782 5.2482 -1.6634 0.125
O -3.5847 3.3593 1.2844 0.066
C -3.3895 2.0288 1.4833 -0.546
C -1.9816 1.7572 2.0059 -0.257
F -1.0549 2.1407 1.1261 0.129
F -1.8434 0.4042 2.1940 0.059
F -3.6588 1.3029 0.3802 0.136
F -4.2649 1.6168 2.4381 0.129
H -4.4085 4.7878 0.1652 0.154
H -4.6644 3.2083 -0.4982 0.147
H -3.2227 2.8324 -2.6205 0.178
H -1.8086 2.2764 2.9495 0.185
C -8.7347 2.2182 6.4614 -0.026
C -7.8136 3.3330 5.9353 -0.446
C -8.2103 3.9862 4.6113 -0.296
F -8.1956 3.0829 3.6029 0.085
F -7.3156 4.9521 4.3081 0.103
F -6.5463 2.8654 5.8600 0.129
F -7.8208 4.3157 6.8692 0.122
O -8.3090 0.8866 6.2026 0.059
C -8.6521 0.2810 5.0320 -0.558
C -7.3981 -0.1048 4.2547 -0.315
F -6.6674 0.9783 3.9310 0.100
F -7.7267 -0.7244 3.0840 0.072
F -9.4733 1.0350 4.2904 0.164
F -9.3101 -0.8577 5.3335 0.155
H -8.7071 2.3011 7.5452 0.153
H -9.7747 2.3764 6.1826 0.150
H -9.2028 4.4396 4.6776 0.177
H -6.7675 -0.7812 4.8395 0.114
C -1.1938 -1.7437 -5.6462 -0.028
C 0.1209 -2.3486 -5.1247 -0.445
C 0.0486 -3.7641 -4.5548 -0.292
F -0.7491 -3.8129 -3.4657 0.090
F 1.2911 -4.1476 -4.1701 0.093
F 0.6707 -1.5084 -4.2164 0.126
F 0.9697 -2.4038 -6.1790 0.111
O -1.8693 -0.8590 -4.7660 0.056
C -2.7526 -1.3538 -3.8498 -0.551
C -2.3109 -0.9989 -2.4346 -0.277
F -1.1169 -1.5498 -2.1520 0.108
F -3.2068 -1.4884 -1.5295 0.074
F -2.9408 -2.6761 -3.9981 0.150
F -3.9444 -0.7545 -4.0710 0.148
H -0.9120 -1.1172 -6.4894 0.154
H -1.8605 -2.5012 -6.0542 0.149
H -0.3170 -4.4714 -5.3037 0.178
H -2.2349 0.0794 -2.3084 0.149
C 4.3806 -0.0729 -4.5049 -0.039
C 4.2074 -0.8884 -5.7981 -0.443
C 4.3616 -2.4046 -5.6753 -0.301
F 5.6081 -2.7362 -5.2809 0.097
F 4.1476 -2.9712 -6.8869 0.100
F 5.0378 -0.4061 -6.7441 0.141
F 2.9369 -0.6656 -6.2293 0.098
O 5.6440 0.5366 -4.3079 0.052
C 6.6477 -0.1661 -3.6979 -0.543
C 7.8522 -0.3028 -4.6287 -0.283
F 7.5038 -0.9815 -5.7349 0.109
F 8.8492 -0.9888 -4.0203 0.096
F 6.2119 -1.3555 -3.2523 0.149
F 7.0151 0.5467 -2.6033 0.132
H 3.6924 0.7647 -4.5955 0.149
H 4.0543 -0.6267 -3.6260 0.146
H 3.6354 -2.8160 -4.9675 0.163
H 8.2259 0.6809 -4.9212 0.179
C 9.1470 1.4665 0.6163 -0.041
C 10.2962 1.8967 -0.3113 -0.444
C 10.7934 0.8468 -1.3018 -0.303
F 11.3078 -0.2246 -0.6679 0.100
F 11.7783 1.3754 -2.0679 0.099
F 11.3185 2.3676 0.4303 0.139
F 9.8323 2.9424 -1.0516 0.107
O 9.5035 1.0725 1.9310 0.048
C 9.8444 -0.2299 2.1953 -0.549
C 11.2656 -0.3223 2.7465 -0.288
F 12.1506 0.1323 1.8411 0.106
F 11.5587 -1.6154 3.0085 0.102
F 9.6690 -1.0168 1.1219 0.151
F 8.9985 -0.6749 3.1512 0.143
H 8.5416 2.3578 0.7661 0.148
H 8.4858 0.7445 0.1388 0.141
H 9.9846 0.5211 -1.9630 0.159
H 11.3605 0.2643 3.6624 0.176